Record 1
DFT (the ωB97M-V functional and the def2-TZVPD basis) results for C48H62BN7OOsP2S as an isolated structure.

Calculated values
HOMO level (alpha / beta) ... -12.586 / -12.586 eV
Kohn-Sham gap (alpha / beta) ... 6.26 / 6.29 eV
2S+1 ... 1
Net charge ... +2

Geometry (Å):
Os (-0.574, 1.118, -0.121)
B (-0.205, 4.422, 1.222)
N (-1.001, 4.119, -0.095)
C (-1.666, 5.068, -0.748)
C (-2.408, 4.497, -1.776)
C (-2.133, 3.150, -1.685)
N (-1.272, 2.928, -0.669)
N (0.592, 3.174, 1.748)
C (1.455, 3.281, 2.762)
C (2.111, 2.075, 2.936)
C (1.579, 1.250, 1.962)
N (0.661, 1.928, 1.251)
H (0.605, 5.272, 0.951)
H (-0.980, 4.755, 2.078)
H (-1.580, 6.094, -0.431)
H (-3.041, 4.999, -2.486)
H (-2.465, 2.327, -2.295)
H (1.558, 4.221, 3.280)
H (2.871, 1.839, 3.659)
H (1.783, 0.224, 1.726)
N (-6.070, 2.275, 4.461)
C (-5.120, 1.331, 4.507)
S (-5.098, 0.070, 5.547)
C (-4.061, 1.448, 3.460)
C (-4.363, 1.794, 2.150)
C (-3.363, 1.755, 1.197)
N (-2.099, 1.428, 1.484)
C (-1.794, 1.159, 2.765)
C (-2.740, 1.141, 3.765)
H (-6.813, 2.242, 5.143)
H (-5.961, 3.115, 3.918)
H (-5.373, 2.032, 1.843)
H (-3.581, 1.976, 0.159)
H (-0.763, 0.928, 2.976)
H (-2.466, 0.875, 4.776)
N (0.188, 0.780, -1.712)
P (1.358, 1.514, -2.625)
C (0.579, 2.822, -3.568)
C (-0.465, 2.424, -4.409)
C (-1.070, 3.343, -5.245)
C (-0.638, 4.665, -5.247)
C (0.407, 5.060, -4.425)
C (1.026, 4.141, -3.589)
C (1.944, 0.319, -3.817)
C (2.983, 0.677, -4.679)
C (3.403, -0.210, -5.655)
C (2.780, -1.446, -5.785)
C (1.733, -1.794, -4.945)
C (1.311, -0.912, -3.960)
C (2.707, 2.111, -1.622)
C (3.925, 1.435, -1.593)
C (4.938, 1.877, -0.754)
C (4.738, 2.989, 0.050)
C (3.522, 3.664, 0.027)
C (2.506, 3.226, -0.802)
H (-0.788, 1.388, -4.426)
H (-1.869, 3.030, -5.904)
H (-1.107, 5.384, -5.906)
H (0.758, 6.083, -4.446)
H (1.860, 4.456, -2.977)
H (3.463, 1.645, -4.595)
H (4.209, 0.067, -6.320)
H (3.107, -2.134, -6.553)
H (1.236, -2.748, -5.064)
H (0.475, -1.163, -3.321)
H (4.087, 0.569, -2.221)
H (5.886, 1.357, -0.738)
H (5.534, 3.337, 0.694)
H (3.369, 4.537, 0.648)
H (1.564, 3.761, -0.809)
O (-0.316, -0.645, 0.825)
P (-0.150, -2.177, 0.758)
C (0.645, -2.732, 2.287)
C (0.215, -1.928, 3.524)
C (1.041, -2.352, 4.739)
C (1.062, -3.883, 4.943)
C (0.137, -4.594, 3.964)
C (0.523, -4.269, 2.522)
C (0.921, -2.568, -0.640)
C (1.046, -4.075, -0.927)
C (2.133, -4.283, -1.978)
C (3.518, -3.890, -1.432)
C (3.419, -2.894, -0.272)
C (2.306, -1.879, -0.514)
C (-1.757, -2.966, 0.514)
C (-2.685, -2.694, 1.718)
C (-4.140, -2.883, 1.305)
C (-4.563, -1.818, 0.284)
C (-3.400, -1.403, -0.631)
C (-2.417, -2.549, -0.825)
H (1.702, -2.496, 2.112)
H (-0.850, -2.067, 3.718)
H (0.360, -0.865, 3.342)
H (0.640, -1.853, 5.622)
H (2.060, -1.976, 4.615)
H (0.787, -4.134, 5.967)
H (2.076, -4.265, 4.802)
H (-0.903, -4.313, 4.153)
H (0.185, -5.675, 4.105)
H (-0.188, -4.736, 1.839)
H (1.490, -4.730, 2.306)
H (0.399, -2.122, -1.492)
H (0.088, -4.468, -1.276)
H (1.303, -4.633, -0.022)
H (1.886, -3.674, -2.853)
H (2.137, -5.319, -2.317)
H (4.116, -3.454, -2.235)
H (4.057, -4.778, -1.101)
H (4.369, -2.375, -0.136)
H (3.234, -3.426, 0.667)
H (2.511, -1.338, -1.443)
H (2.303, -1.117, 0.268)
H (-1.552, -4.039, 0.462)
H (-2.548, -1.672, 2.089)
H (-2.423, -3.362, 2.541)
H (-4.786, -2.842, 2.183)
H (-4.263, -3.885, 0.884)
H (-4.942, -0.939, 0.810)
H (-5.393, -2.196, -0.314)
H (-2.870, -0.552, -0.189)
H (-3.776, -1.066, -1.599)
H (-1.673, -2.304, -1.586)
H (-2.958, -3.414, -1.215)

---

Record 2
DFT (the ωB97M-V functional and the def2-TZVPD basis) results for a 2-piece molecular cluster, C48H62N4OP overall.

Calculated values
HOMO level ... -8.978 eV
Kohn-Sham gap ... 4.11 eV
2S+1 ... 1
Net charge ... +1

Geometry (Å):
C (-5.477, 1.424, 1.348)
C (-4.927, 0.165, 0.684)
C (-5.143, 0.194, -0.824)
C (-5.541, -1.095, 1.304)
C (-6.922, -1.277, 1.245)
C (-7.517, -2.388, 1.837)
C (-6.720, -3.314, 2.510)
C (-5.336, -3.148, 2.586)
C (-4.519, -4.152, 3.415)
C (-5.004, -5.597, 3.256)
C (-4.542, -3.779, 4.893)
C (-4.732, -2.039, 1.947)
N (-3.294, -1.773, 2.042)
P (-2.000, -2.137, 0.908)
H (-1.656, -0.746, 0.293)
N (-0.922, -2.139, 2.289)
C (0.377, -2.792, 2.442)
C (1.517, -2.129, 1.975)
C (1.402, -0.763, 1.296)
C (1.863, -0.827, -0.157)
C (2.169, 0.303, 2.074)
C (2.777, -2.699, 2.150)
C (2.916, -3.922, 2.802)
C (1.784, -4.570, 3.296)
C (0.514, -4.014, 3.137)
C (-0.693, -4.719, 3.773)
C (-0.837, -4.326, 5.239)
C (-0.624, -6.246, 3.663)
C (-1.459, -1.414, 3.345)
C (-2.787, -1.211, 3.206)
H (-5.327, 1.395, 2.434)
H (-4.979, 2.322, 0.963)
H (-6.554, 1.513, 1.165)
H (-3.851, 0.132, 0.866)
H (-4.732, -0.705, -1.296)
H (-6.213, 0.226, -1.053)
H (-4.661, 1.070, -1.273)
H (-7.526, -0.524, 0.737)
H (-8.593, -2.531, 1.783)
H (-7.174, -4.181, 2.992)
H (-3.486, -4.089, 3.049)
H (-5.125, -5.877, 2.206)
H (-4.295, -6.301, 3.708)
H (-5.968, -5.743, 3.756)
H (-4.130, -2.781, 5.069)
H (-5.579, -3.776, 5.255)
H (-3.979, -4.495, 5.505)
H (0.349, -0.476, 1.295)
H (1.314, -1.596, -0.713)
H (1.705, 0.138, -0.655)
H (2.928, -1.082, -0.215)
H (1.821, 0.358, 3.112)
H (3.239, 0.070, 2.095)
H (2.035, 1.291, 1.620)
H (3.650, -2.160, 1.780)
H (3.899, -4.368, 2.932)
H (1.878, -5.521, 3.823)
H (-1.580, -4.372, 3.226)
H (-0.975, -3.248, 5.360)
H (-1.682, -4.836, 5.719)
H (0.073, -4.606, 5.785)
H (-0.404, -6.573, 2.643)
H (0.153, -6.650, 4.321)
H (-1.575, -6.703, 3.962)
H (-0.843, -1.110, 4.188)
H (-3.441, -0.721, 3.923)
C (5.409, 5.118, -5.500)
N (4.719, 4.113, -4.716)
C (5.317, 2.927, -4.410)
O (6.439, 2.584, -4.766)
C (4.341, 2.123, -3.560)
C (4.873, 1.855, -2.156)
C (6.131, 1.016, -2.143)
C (7.312, 1.530, -1.599)
C (8.493, 0.793, -1.675)
C (8.486, -0.476, -2.268)
C (7.288, -1.014, -2.752)
C (6.107, -0.270, -2.689)
N (3.135, 2.963, -3.575)
C (1.996, 2.530, -2.982)
C (0.816, 3.257, -2.882)
C (-0.375, 2.864, -2.265)
C (-1.538, 3.725, -2.276)
C (-2.734, 3.337, -1.610)
C (-3.864, 4.147, -1.616)
C (-3.846, 5.393, -2.272)
C (-2.681, 5.806, -2.929)
C (-1.550, 4.993, -2.942)
C (3.333, 4.253, -4.277)
C (3.221, 5.464, -3.344)
C (2.424, 4.416, -5.501)
H (6.432, 4.793, -5.681)
H (4.918, 5.268, -6.468)
H (5.428, 6.067, -4.955)
H (4.140, 1.169, -4.077)
H (5.061, 2.825, -1.673)
H (4.069, 1.367, -1.585)
H (7.291, 2.529, -1.154)
H (9.419, 1.224, -1.292)
H (9.406, -1.057, -2.321)
H (7.267, -2.006, -3.200)
H (5.165, -0.666, -3.079)
H (2.060, 1.515, -2.571)
H (0.832, 4.247, -3.333)
H (-0.428, 1.890, -1.779)
H (-2.740, 2.380, -1.084)
H (-4.774, 3.816, -1.110)
H (-4.730, 6.032, -2.273)
H (-2.663, 6.773, -3.437)
H (-0.675, 5.359, -3.478)
H (3.978, 5.395, -2.553)
H (3.398, 6.387, -3.911)
H (2.235, 5.517, -2.881)
H (2.623, 3.613, -6.221)
H (1.369, 4.380, -5.227)
H (2.624, 5.377, -5.990)

---

Record 3
DFT (the ωB97M-V functional and the def2-TZVPD basis) results for a 5-piece molecular cluster, C48H62N7O11S2 overall.

Calculated values
HOMO level ... -10.605 eV
Kohn-Sham gap ... 5.83 eV
2S+1 ... 1
ΔE to the lowest compared entry with this formula, charge and spin ... 0.0 kJ/mol
Net charge ... +1

Geometry (Å):
C (-0.729, 3.062, 4.990)
C (0.188, 2.440, 3.950)
C (0.843, 3.476, 3.049)
C (2.021, 2.954, 2.241)
N (1.745, 1.642, 1.661)
O (2.201, 1.582, 0.298)
C (1.352, 2.155, -0.559)
O (1.703, 2.991, -1.317)
C (-0.100, 1.742, -0.506)
C (-0.996, 2.809, -0.322)
C (-2.359, 2.569, -0.292)
N (-2.795, 1.295, -0.415)
C (-1.959, 0.243, -0.591)
O (-2.528, -0.960, -0.663)
C (-2.807, -1.397, 0.723)
C (-3.975, -2.369, 0.719)
C (-3.586, -3.608, 1.527)
C (-5.223, -1.681, 1.293)
C (-6.481, -2.457, 0.935)
C (-5.160, -1.496, 2.811)
C (-0.557, 0.428, -0.666)
C (0.294, -0.788, -0.910)
C (1.336, -1.131, 0.175)
C (2.760, -1.266, -0.373)
S (3.134, -2.971, -0.841)
C (3.109, -3.845, 0.744)
S (1.754, -4.596, 1.195)
N (4.278, -3.955, 1.513)
C (4.938, -2.681, 1.814)
C (4.179, -1.888, 2.865)
C (5.188, -4.987, 0.951)
C (5.157, -6.296, 1.746)
H (-1.442, 2.323, 5.336)
H (-1.299, 3.883, 4.571)
H (-0.164, 3.389, 5.854)
H (-0.425, 1.776, 3.332)
H (0.943, 1.804, 4.403)
H (1.238, 4.270, 3.678)
H (0.115, 3.955, 2.395)
H (2.286, 3.669, 1.466)
H (2.894, 2.870, 2.881)
H (0.767, 1.381, 1.717)
H (-0.624, 3.815, -0.236)
H (-3.095, 3.344, -0.179)
H (-3.788, 1.099, -0.398)
H (-1.902, -1.857, 1.109)
H (-3.029, -0.545, 1.360)
H (-4.202, -2.666, -0.301)
H (-3.016, -3.334, 2.407)
H (-4.464, -4.132, 1.879)
H (-3.010, -4.293, 0.916)
H (-5.348, -0.685, 0.855)
H (-6.623, -2.538, -0.138)
H (-7.344, -1.933, 1.334)
H (-6.484, -3.439, 1.394)
H (-5.531, -2.371, 3.330)
H (-4.162, -1.283, 3.186)
H (-5.796, -0.669, 3.107)
H (0.737, -0.714, -1.899)
H (-0.393, -1.620, -0.975)
H (1.066, -2.091, 0.599)
H (1.306, -0.420, 0.988)
H (2.869, -0.704, -1.294)
H (3.483, -0.840, 0.307)
H (5.125, -2.093, 0.917)
H (5.910, -2.935, 2.218)
H (4.850, -1.269, 3.448)
H (3.378, -1.289, 2.442)
H (3.728, -2.598, 3.550)
H (4.951, -5.174, -0.092)
H (6.193, -4.586, 0.982)
H (6.125, -6.518, 2.176)
H (4.813, -7.130, 1.148)
H (4.463, -6.179, 2.570)
C (-3.418, 0.108, -3.783)
C (-2.589, -0.977, -4.050)
C (-2.226, -1.267, -5.356)
C (-2.708, -0.461, -6.367)
C (-3.542, 0.611, -6.126)
C (-3.896, 0.899, -4.818)
N (-2.311, -0.751, -7.761)
O (-1.594, -1.710, -7.945)
O (-2.722, -0.002, -8.621)
H (-3.697, 0.324, -2.761)
H (-2.225, -1.598, -3.242)
H (-1.583, -2.104, -5.583)
H (-3.908, 1.210, -6.945)
H (-4.546, 1.738, -4.612)
C (-0.625, 3.708, -5.170)
C (-0.068, 4.207, -3.999)
C (-0.335, 5.508, -3.602)
C (-1.163, 6.286, -4.386)
C (-1.716, 5.818, -5.561)
C (-1.438, 4.518, -5.953)
N (-1.472, 7.660, -3.944)
O (-0.962, 8.039, -2.909)
O (-2.225, 8.312, -4.632)
H (-0.416, 2.692, -5.481)
H (0.578, 3.590, -3.390)
H (0.095, 5.912, -2.697)
H (-2.349, 6.457, -6.158)
H (-1.856, 4.139, -6.873)
C (4.964, 3.537, -1.110)
C (5.233, 4.008, -2.388)
C (6.143, 5.036, -2.573)
C (6.770, 5.571, -1.464)
C (6.517, 5.122, -0.183)
C (5.603, 4.095, -0.011)
N (7.753, 6.656, -1.656)
O (7.940, 7.045, -2.788)
O (8.306, 7.087, -0.667)
H (4.257, 2.732, -0.970)
H (4.735, 3.574, -3.245)
H (6.364, 5.415, -3.559)
H (7.024, 5.566, 0.660)
H (5.393, 3.728, 0.985)
C (-1.895, -7.541, 3.356)
C (-0.978, -6.550, 3.679)
C (-1.368, -5.462, 4.441)
C (-2.680, -5.388, 4.867)
C (-3.614, -6.357, 4.553)
C (-3.211, -7.442, 3.791)
N (-3.093, -4.237, 5.687)
O (-2.258, -3.387, 5.930)
O (-4.250, -4.186, 6.051)
H (-1.585, -8.393, 2.766)
H (0.049, -6.622, 3.345)
H (-0.663, -4.687, 4.701)
H (-4.633, -6.270, 4.900)
H (-3.926, -8.212, 3.538)